# 1
88
Properties=species:S:1:pos:R:3 method="wB97M-V/def2-TZVPD" molar_mass_g_mol=628.34 spin_multiplicity=1 e_above_lowest_kj_mol=72.9 orbital_gap_ev=9.34 energy_ev=-114606.69463 charge=+2 lumo_energy_ev=-5.331
Be -0.618 -1.192 -0.790
C 2.952 -2.562 -1.540
C 1.722 -2.577 -2.167
C 0.895 -1.444 -2.134
C 1.312 -0.282 -1.449
C 2.566 -0.294 -0.848
C 3.389 -1.403 -0.912
H 3.600 -3.422 -1.595
H 1.431 -3.440 -2.745
H 0.144 -1.348 -2.908
H 2.930 0.623 -0.396
H 4.393 -1.346 -0.518
O -0.619 -1.341 0.664
P -0.624 -1.540 2.214
C -2.045 -2.561 2.660
C -2.498 -3.562 1.805
C -3.542 -4.382 2.196
C -4.143 -4.198 3.433
C -3.684 -3.210 4.290
C -2.631 -2.396 3.912
C -0.779 0.082 2.992
C -2.007 0.731 2.863
C -2.203 1.948 3.488
C -1.178 2.523 4.230
C 0.043 1.878 4.354
C 0.245 0.648 3.746
C 0.934 -2.344 2.620
C 2.089 -1.789 2.077
C 3.311 -2.392 2.297
C 3.382 -3.536 3.079
C 2.237 -4.062 3.659
C 1.005 -3.472 3.429
H -2.021 -3.686 0.842
H -3.880 -5.173 1.545
H -4.967 -4.826 3.731
H -4.137 -3.077 5.259
H -2.266 -1.630 4.580
H -2.799 0.254 2.301
H -3.156 2.446 3.404
H -1.345 3.467 4.726
H 0.836 2.322 4.939
H 1.180 0.123 3.882
H 2.006 -0.893 1.478
H 4.204 -1.973 1.861
H 4.337 -4.012 3.238
H 2.306 -4.939 4.284
H 0.109 -3.882 3.870
C -3.999 -1.302 -1.197
P -2.393 -1.713 -1.956
C -2.496 -0.872 -3.570
C -2.554 -3.472 -2.418
H -4.807 -1.610 -1.861
H -4.055 -0.226 -1.041
H -4.113 -1.805 -0.239
H -3.393 -1.204 -4.094
H -1.630 -1.113 -4.186
H -2.541 0.206 -3.416
H -3.534 -3.624 -2.872
H -2.458 -4.117 -1.546
H -1.779 -3.736 -3.138
C 2.491 4.321 -4.906
C 1.015 3.986 -5.074
C 0.337 3.524 -3.779
C 0.835 2.150 -3.356
Ge 0.315 1.439 -1.538
C 0.460 2.335 0.263
C 0.868 3.803 0.258
C 2.257 4.014 -0.333
C 2.625 5.488 -0.412
H 2.879 4.740 -5.831
H 3.083 3.437 -4.676
H 2.627 5.053 -4.114
H 0.911 3.215 -5.837
H 0.495 4.876 -5.430
H -0.743 3.505 -3.933
H 0.546 4.256 -3.000
H 1.927 2.155 -3.333
H 0.525 1.398 -4.084
H -1.160 0.840 -1.519
H 1.162 1.763 0.877
H -0.524 2.231 0.725
H 0.852 4.175 1.285
H 0.138 4.381 -0.313
H 2.275 3.580 -1.339
H 2.992 3.488 0.281
H 1.893 6.034 -1.002
H 3.598 5.621 -0.876
H 2.654 5.922 0.584


# 2
150
Properties=species:S:1:pos:R:3 method="wB97M-V/def2-TZVPD" molar_mass_g_mol=2844.12 spin_multiplicity=1 orbital_gap_ev=2.77 energy_ev=-876072.00489 charge=-1 lumo_energy_ev=0.943
C 3.535 0.553 -2.858
C 3.719 -1.037 -2.923
C 2.443 -1.693 -3.608
C 1.881 -2.978 -2.875
C 1.539 -2.709 -1.331
C 0.076 -3.223 -0.998
C -0.854 -2.168 -0.273
C -0.706 -0.685 -0.807
C -0.699 -0.551 -2.393
C -2.006 0.190 -2.879
C -2.073 0.478 -4.437
C -1.521 -0.675 -5.370
C -2.612 -1.786 -5.751
Cl -3.394 -2.481 -4.217
H 4.550 1.046 -2.971
H 2.930 0.918 -3.744
H 3.086 0.900 -1.883
H 4.626 -1.218 -3.574
H 3.931 -1.487 -1.911
H 2.753 -2.015 -4.656
H 1.621 -0.933 -3.741
H 0.972 -3.316 -3.460
H 2.642 -3.813 -2.967
H 2.269 -3.362 -0.746
H 1.754 -1.651 -1.017
H -0.433 -3.642 -1.922
H 0.179 -4.114 -0.289
H -0.657 -2.219 0.838
H -1.939 -2.483 -0.409
H -1.613 -0.112 -0.430
H 0.263 -0.235 -0.431
H 0.240 -0.015 -2.747
H -0.707 -1.567 -2.903
H -2.918 -0.366 -2.509
H -2.018 1.205 -2.360
H -3.178 0.589 -4.693
H -1.606 1.480 -4.708
H -0.573 -1.172 -4.998
H -1.244 -0.181 -6.360
H -1.976 -2.650 -6.155
C -3.753 5.424 1.626
Cl -2.858 4.332 2.688
Cl -3.633 4.912 -0.064
Cl -5.447 5.523 2.126
H -3.315 6.415 1.713
C 0.042 -4.702 3.065
Cl 1.369 -4.295 1.970
Cl -0.124 -3.470 4.326
Cl -1.471 -4.880 2.170
H 0.270 -5.651 3.542
C -3.477 -7.112 4.743
Cl -4.008 -5.599 3.993
Cl -4.116 -8.505 3.857
Cl -1.711 -7.186 4.828
H -3.867 -7.145 5.759
C 8.079 1.839 -2.341
Cl 7.376 2.358 -0.801
Cl 7.089 0.593 -3.108
Cl 8.261 3.221 -3.427
H 9.060 1.418 -2.146
C -6.385 -5.586 7.147
Cl -6.913 -4.076 6.391
Cl -7.014 -6.980 6.259
Cl -4.621 -5.652 7.234
H -6.779 -5.618 8.159
C 1.381 4.581 2.435
Cl 0.793 6.117 1.775
Cl 0.404 3.230 1.855
Cl 3.085 4.337 2.013
H 1.299 4.623 3.519
C 0.888 5.601 -1.986
Cl 0.719 5.230 -3.706
Cl -0.699 5.693 -1.213
Cl 1.906 4.394 -1.188
H 1.368 6.569 -1.889
C 7.426 6.955 -3.183
Cl 6.129 5.875 -2.655
Cl 8.312 6.311 -4.578
Cl 6.779 8.560 -3.549
H 8.131 7.051 -2.362
C 4.146 7.792 0.244
Cl 2.988 8.690 1.235
Cl 3.786 7.955 -1.480
Cl 5.788 8.371 0.563
H 4.096 6.740 0.517
C -10.556 -8.747 6.609
Cl -10.209 -8.668 8.342
Cl -9.232 -9.538 5.745
Cl -12.083 -9.592 6.318
H -10.650 -7.732 6.233
C -14.867 -12.047 6.103
Cl -14.875 -13.808 5.947
Cl -15.570 -11.291 4.667
Cl -15.741 -11.547 7.559
H -13.835 -11.717 6.194
C -2.585 4.607 -5.845
Cl -4.140 5.225 -6.423
Cl -1.251 5.521 -6.567
Cl -2.506 4.668 -4.082
H -2.494 3.569 -6.155
C -7.168 -0.430 5.757
Cl -8.575 0.393 6.446
Cl -7.161 -0.287 3.996
Cl -5.671 0.215 6.443
H -7.232 -1.484 6.013
C -3.205 7.663 -9.522
Cl -1.873 8.793 -9.253
Cl -4.751 8.523 -9.562
Cl -2.960 6.755 -11.020
H -3.228 6.957 -8.694
C 0.874 1.913 5.595
Cl 1.491 3.149 6.702
Cl -0.546 2.507 4.727
Cl 2.135 1.411 4.461
H 0.579 1.046 6.181
C -0.743 -6.368 9.064
Cl -1.544 -5.753 10.514
Cl -1.705 -7.650 8.317
Cl -0.451 -5.060 7.909
H 0.217 -6.787 9.355
C 11.036 5.910 -7.126
Cl 11.584 7.357 -7.982
Cl 11.076 4.501 -8.194
Cl 12.023 5.628 -5.685
H 10.009 6.070 -6.810
C -4.498 12.292 -10.488
Cl -5.530 13.309 -9.473
Cl -5.060 12.312 -12.165
Cl -2.813 12.823 -10.390
H -4.558 11.271 -10.120
C 14.474 5.233 -2.306
Cl 15.804 6.329 -1.910
Cl 14.882 3.571 -1.860
Cl 12.984 5.746 -1.504
H 14.312 5.268 -3.381
C 12.205 1.286 0.559
Cl 11.982 0.251 1.976
Cl 10.669 1.528 -0.285
Cl 12.905 2.841 1.023
H 12.894 0.791 -0.120
C -1.145 -8.663 13.137
Cl 0.193 -8.259 12.052
Cl -1.318 -7.434 14.397
Cl -2.652 -8.842 12.229
H -0.921 -9.613 13.614
C -3.960 -8.181 -0.193
Cl -2.911 -6.971 0.557
Cl -5.503 -7.459 -0.669
Cl -3.162 -8.921 -1.587
H -4.159 -8.959 0.539


# 3
121
Properties=species:S:1:pos:R:3 method="wB97M-V/def2-TZVPD" molar_mass_g_mol=1394.49 spin_multiplicity=1 orbital_gap_ev=8.76 energy_ev=-152312.73840 lumo_energy_ev=0.048
C -4.723 -0.916 4.038
C -3.273 -0.251 3.814
C -2.723 -0.612 2.362
C -1.790 0.548 1.808
C -1.069 0.236 0.428
C -2.016 -0.317 -0.716
O -1.852 -1.720 -1.052
C -2.719 -2.124 -2.174
C -1.900 -3.269 -2.909
C -2.757 -4.533 -3.358
O -3.950 -4.219 -4.090
C -4.009 -2.637 -1.359
C -3.638 -3.755 -0.268
C -4.791 -4.818 -0.031
I -4.135 -6.291 1.476
C -2.886 -0.707 -2.920
P -2.829 -0.645 -4.806
O -4.221 -1.546 -5.285
I -3.322 1.635 -5.645
C -2.201 0.502 -2.071
C -0.814 0.936 -2.736
C 0.240 -0.242 -2.888
O 1.069 -0.444 -1.725
C 1.264 0.231 -4.047
F 0.845 -0.134 -5.322
F 2.531 -0.364 -3.880
F 1.518 1.613 -4.004
O -3.215 1.504 -2.185
C -3.148 2.511 -1.166
C -2.094 3.683 -1.429
C -2.668 5.062 -0.854
H -5.528 -0.108 4.062
H -4.982 -1.677 3.242
H -4.780 -1.465 5.034
H -2.540 -0.547 4.637
H -3.342 0.890 3.866
H -3.628 -0.775 1.694
H -2.150 -1.592 2.406
H -0.954 0.687 2.578
H -2.354 1.538 1.811
H -0.151 -0.427 0.571
H -0.646 1.230 0.046
H -3.081 -0.294 -0.286
H -1.393 -2.864 -3.850
H -1.051 -3.645 -2.250
H -2.090 -5.135 -4.069
H -2.928 -5.209 -2.464
H -3.777 -4.190 -5.045
H -4.811 -3.073 -2.028
H -4.507 -1.790 -0.777
H -3.398 -3.188 0.694
H -2.682 -4.307 -0.546
H -5.780 -4.354 0.271
H -5.010 -5.445 -0.960
H -3.994 -0.482 -2.707
H -5.006 -1.247 -4.783
H -0.946 1.389 -3.778
H -0.301 1.760 -2.131
H -0.189 -1.220 -3.251
H 1.530 0.406 -1.557
H -2.980 2.135 -0.114
H -4.176 3.016 -1.153
H -1.840 3.807 -2.525
H -1.160 3.451 -0.808
H -1.859 5.775 -0.511
H -3.288 5.587 -1.651
H -3.354 4.886 0.045
F 1.926 2.754 4.814
C 3.001 3.500 5.104
F 3.230 3.333 6.436
C 2.826 4.990 4.785
F 1.925 5.570 5.611
F 4.021 5.592 5.057
C 2.465 5.365 3.328
O 1.079 5.563 2.984
C 0.271 4.438 2.720
F 1.066 3.376 2.482
F -0.359 4.692 1.556
C -0.782 4.176 3.806
F -0.258 4.143 5.045
F -1.394 2.985 3.602
H 3.859 3.081 4.569
H 2.911 6.348 3.159
H 2.961 4.709 2.606
H -1.544 4.959 3.800
F 0.443 -5.314 -8.878
C 0.108 -5.088 -7.600
F -1.102 -5.681 -7.414
C 0.027 -3.602 -7.233
F -1.019 -2.997 -7.841
F -0.239 -3.543 -5.892
C 1.294 -2.746 -7.471
O 1.410 -2.001 -8.699
C 1.841 -2.666 -9.866
F 2.425 -3.829 -9.516
F 2.822 -1.906 -10.389
C 0.732 -2.835 -10.915
F -0.390 -3.380 -10.407
F 1.143 -3.641 -11.923
H 0.830 -5.610 -6.964
H 1.270 -1.969 -6.704
H 2.208 -3.311 -7.263
H 0.457 -1.867 -11.340
F 5.773 1.246 6.979
C 6.198 2.507 7.148
F 6.652 2.922 5.934
C 7.302 2.648 8.204
F 8.458 2.078 7.789
F 7.567 3.983 8.320
C 6.990 2.134 9.629
O 7.397 0.801 9.994
C 6.595 -0.292 9.603
F 5.373 0.163 9.262
F 6.411 -1.036 10.710
C 7.241 -1.166 8.519
F 7.674 -0.453 7.462
F 6.358 -2.078 8.047
H 5.333 3.126 7.401
H 7.570 2.769 10.303
H 5.947 2.319 9.906
H 8.103 -1.701 8.923


# 4
109
Properties=species:S:1:pos:R:3 method="wB97M-V/def2-TZVPD" molar_mass_g_mol=906.83 spin_multiplicity=1 orbital_gap_ev=8.01 energy_ev=-100078.40246 charge=+1 lumo_energy_ev=-3.464
C -4.197 0.741 0.777
C -3.117 0.354 1.730
C -2.017 -0.876 1.453
N -1.902 -1.854 2.600
C -3.236 -2.503 3.008
F -4.004 -1.648 3.991
C -4.238 -2.875 1.782
C -5.692 -3.299 2.499
C -0.786 -2.861 2.495
C -0.358 -3.212 4.078
N -1.187 -4.207 1.904
C 0.589 -2.407 1.778
C 0.534 -1.214 0.671
S 0.527 -1.718 -1.113
O 1.365 -3.055 -1.205
O 1.304 -0.737 -2.077
C -1.101 -2.074 -1.925
F -2.014 -0.922 -2.107
F -1.908 -3.168 -1.319
F -0.784 -2.552 -3.324
C -0.593 -0.074 1.119
N -0.005 0.492 2.429
C -0.758 1.160 0.061
C -0.750 2.668 0.720
O 0.313 3.324 1.191
C -2.209 3.486 0.751
C -3.012 3.842 2.142
C -4.461 4.605 2.006
C -5.053 4.958 0.519
C -4.243 4.624 -0.882
C -2.794 3.866 -0.769
H -4.987 1.541 1.166
H -4.238 0.285 -0.307
H -3.015 0.919 2.762
H -2.353 -1.346 0.436
H -1.665 -1.260 3.454
H -3.072 -3.522 3.611
H -3.934 -3.837 1.156
H -4.513 -2.011 1.047
H -6.389 -3.908 1.782
H -5.496 -3.857 3.530
H -6.243 -2.284 2.802
H 0.645 -3.812 3.998
H -0.132 -2.211 4.683
H -1.141 -3.898 4.611
H -1.632 -4.823 2.619
H -1.777 -4.108 1.051
H 1.329 -2.037 2.640
H 1.110 -3.398 1.363
H 1.567 -0.621 0.808
H 0.878 1.012 2.254
H -0.714 1.030 2.964
H 0.127 1.149 -0.725
H -1.761 1.109 -0.586
H -2.526 3.520 3.160
H -5.096 4.864 2.976
H -6.118 5.477 0.401
H -4.643 4.855 -1.969
H -2.164 3.566 -1.733
C 5.474 0.282 1.912
C 4.921 1.119 3.020
O 3.725 0.449 3.368
C 3.868 -0.850 2.974
O 3.097 -1.749 3.269
O 4.986 -1.013 2.209
H 6.567 0.289 1.890
H 5.096 0.586 0.930
H 5.581 1.143 3.894
H 4.714 2.144 2.703
C 4.770 6.157 5.263
C 3.607 5.619 4.494
O 4.206 4.703 3.596
C 5.393 4.322 4.151
O 6.091 3.415 3.730
O 5.697 5.088 5.240
H 4.504 6.417 6.291
H 5.223 7.029 4.780
H 2.899 5.078 5.130
H 3.070 6.401 3.950
C -2.567 -3.036 -6.673
C -1.915 -1.694 -6.597
O -1.288 -1.564 -7.858
C -1.957 -2.384 -8.721
O -1.792 -2.394 -9.929
O -2.835 -3.189 -8.054
H -3.491 -3.085 -6.091
H -1.901 -3.844 -6.351
H -2.641 -0.883 -6.478
H -1.180 -1.634 -5.790
C 2.147 -4.267 -7.210
C 1.595 -3.430 -6.102
O 0.398 -4.100 -5.754
C 0.541 -5.399 -6.148
O -0.229 -6.297 -5.853
O 1.660 -5.562 -6.914
H 3.240 -4.260 -7.232
H 1.769 -3.963 -8.192
H 2.254 -3.406 -5.228
H 1.387 -2.404 -6.419
C 3.388 2.582 -0.871
C 2.897 3.902 -1.370
O 3.895 4.806 -0.933
C 5.039 4.082 -0.762
O 6.138 4.569 -0.554
O 4.794 2.742 -0.855
H 3.099 1.756 -1.527
H 3.045 2.365 0.146
H 2.839 3.941 -2.463
H 1.923 4.169 -0.953